1:
Density functional theory data (the ωB97M-V functional and the def2-TZVPD basis) for C6H13NOS as an isolated structure.

E_LUMO	0.947	eV
orbital gap	9.736	eV
HOMO	-8.8	eV
total charge	0
multiplicity	1

Each line ends with the Löwdin charge.
Positions of all 22 atoms, in Å:
C  0.73314  0.85652  -0.34936  -0.25
C  -1.44581  -3.34326  0.53460  -0.12
C  1.03696  -0.31836  0.50973  -0.21
C  -0.94407  -1.89923  0.50473  -0.25
C  0.53046  -1.70492  0.08216  -0.22
C  -0.06705  3.37666  -1.07406  -0.77
N  0.39370  1.97516  0.15085  0.08
O  -0.73114  4.20165  -0.31574  -0.08
S  1.43987  4.10567  -1.56348  0.74
H  0.91711  0.80852  -1.46681  0.13
H  -1.25663  -3.84697  -0.40665  0.07
H  -0.93217  -4.01042  1.15795  0.05
H  -2.44193  -3.38698  0.83203  0.05
H  0.72940  -0.18671  1.52902  0.10
H  2.10443  -0.44003  0.65980  0.11
H  -1.59091  -1.37035  -0.24327  0.12
H  -0.95324  -1.61031  1.59864  0.12
H  0.50920  -1.82791  -0.99589  0.11
H  1.14997  -2.38776  0.59095  0.09
H  -0.56651  2.93102  -2.06015  0.13
H  -0.49866  3.97709  0.56679  0.07
H  1.88389  4.10091  -0.24186  -0.09

---

2:
Density functional theory data (the ωB97M-V functional and the def2-TZVPD basis) for one molecule with the formula C6H13NOS.

E_LUMO	0.643	eV
orbital gap	9.689	eV
HOMO	-9.0	eV
total charge	0
multiplicity	1

Each line ends with the Löwdin charge.
Positions of all 22 atoms, in Å:
C  1.72615  -2.33061  0.70345  -0.08
C  -0.59070  -0.16524  0.14919  -0.13
C  0.69637  -0.23850  -0.08962  -0.41
C  1.43888  -1.50194  -0.52000  -0.25
C  -2.95645  0.68270  0.42206  -0.15
C  -1.42701  1.06270  0.39755  -0.28
N  0.86539  1.85723  -1.40058  -0.17
O  1.46508  2.12951  1.10854  -0.51
S  1.82557  1.22391  0.02314  0.92
H  0.84026  -2.73078  0.96352  0.03
H  2.37481  -3.17222  0.46749  0.08
H  -1.25387  -1.10112  -0.06806  0.15
H  2.13035  -1.86615  1.58422  0.08
H  2.29214  -1.22024  -0.93676  0.04
H  0.85710  -2.04382  -1.20747  0.10
H  -3.12779  0.10074  1.34628  0.07
H  -3.57974  1.61276  0.47191  0.07
H  -3.27847  0.39119  -0.63019  0.09
H  -1.32623  1.86941  -0.43624  0.12
H  -1.16735  1.55771  1.44769  0.14
H  1.30214  2.72620  -1.64833  0.02
H  0.89335  1.15657  -2.14778  0.05

---

Here are the energies relative to the best structure, in kcal/mol: 1 3.6; 2 0.0.

---

1:
Density functional theory data (the ωB97M-V functional and the def2-TZVPD basis) for an isolated ion of composition C5H8NOS and charge +1.

E_LUMO	-4.960	eV
orbital gap	8.498	eV
SMILES	O[C@@]1(S)C=CC=C[NH2+]1
HOMO	-13.5	eV
total charge	+1
multiplicity	1

Each line ends with the Löwdin charge.
Positions of all 16 atoms, in Å:
O  -1.43064  -1.67203  0.14449  0.05
C  -0.72911  -0.47779  0.17810  -0.60
S  -2.03854  1.20338  -0.16015  0.71
C  -0.02812  -0.20040  1.36495  -0.05
C  1.24859  0.35055  1.26779  0.03
C  1.72154  0.87121  -0.04575  -0.03
C  1.18534  0.51383  -1.20244  -0.03
N  0.01173  -0.40878  -1.17289  0.09
H  -2.33964  -1.50512  0.02306  0.08
H  -2.70857  0.79721  0.99309  -0.11
H  -0.52491  -0.65572  2.20763  0.14
H  1.94557  0.45952  2.03985  0.10
H  2.66695  1.37639  -0.03681  0.12
H  1.66834  0.70949  -2.19335  0.15
H  -0.74913  -0.05042  -1.83866  0.16
H  0.10057  -1.31130  -1.56892  0.16

---

2:
Density functional theory data (the ωB97M-V functional and the def2-TZVPD basis) for a 2-piece molecular cluster, C5H8NOS overall.

E_LUMO	-4.155	eV
orbital gap	9.170	eV
HOMO	-13.3	eV
total charge	+1
multiplicity	1

Each line ends with the Löwdin charge.
Positions of all 16 atoms, in Å:
C  1.34496  -1.16744  -0.00035  0.00
C  1.93482  0.02769  0.43685  -0.01
C  -0.02419  -1.29562  -0.02230  -0.05
C  1.12320  1.03600  0.87703  -0.03
C  -0.82509  -0.21627  0.38198  -0.64
N  -0.21264  0.87374  0.89197  0.06
O  -1.05633  0.91058  -1.48620  -0.07
S  -2.54508  -0.30774  0.61466  0.96
H  1.96680  -1.99388  -0.30781  0.13
H  3.00507  0.14482  0.43755  0.12
H  -0.49054  -2.20846  -0.35627  0.12
H  1.50192  1.97820  1.24195  0.15
H  -0.79670  1.63776  1.21457  0.17
H  -1.70195  0.58060  -2.12358  0.08
H  -0.53357  1.55879  -1.97727  0.09
H  -2.69069  -1.55879  0.17720  -0.08

---

Here are the energies relative to the best structure, in kcal/mol: 1 60.4; 2 0.0.

---

1:
Density functional theory data (the ωB97M-V functional and the def2-TZVPD basis) for C22H26CrN5O4 as an isolated structure.

E_LUMO (alpha / beta)	-6.258 / -6.496	eV
orbital gap (alpha / beta)	8.095 / 7.832	eV
HOMO (alpha / beta)	-14.4 / -14.3	eV
total charge	+2
multiplicity	4

Each line ends with the Löwdin charge.
Positions of all 58 atoms, in Å:
Cr  -0.17630  -0.32559  0.23360  0.90
C  2.07687  1.32049  3.59803  0.01
C  1.05494  0.76575  2.82373  -0.07
N  1.21038  0.50246  1.53452  0.03
C  2.41358  0.74568  0.95772  -0.12
C  3.48637  1.30683  1.65208  -0.11
C  3.28656  1.60231  3.01351  0.05
C  4.72562  1.53171  0.96310  0.02
C  4.86879  1.18014  -0.33199  0.02
C  3.78786  0.57147  -1.05557  -0.11
C  3.89790  0.14405  -2.39079  0.05
C  2.82264  -0.45500  -2.99628  0.01
C  1.63744  -0.61617  -2.27632  -0.09
N  1.49362  -0.21274  -1.02200  0.05
C  2.56410  0.36680  -0.41380  -0.12
H  1.89895  1.51949  4.64491  0.13
H  0.08346  0.54071  3.24239  0.13
H  4.09205  2.03774  3.59152  0.14
H  5.54669  1.97873  1.50791  0.13
H  5.80698  1.33986  -0.84684  0.13
H  4.82992  0.28111  -2.92456  0.14
H  2.87371  -0.80742  -4.01629  0.13
H  0.78216  -1.08906  -2.74015  0.11
C  -3.17890  0.88337  1.77384  -0.05
O  -1.78572  1.13328  1.56708  -0.26
C  -1.48575  2.48863  1.26163  -0.16
C  -1.54500  2.68665  -0.23204  -0.15
O  -0.82737  1.59643  -0.82721  -0.29
C  -0.71561  1.77742  -2.24570  -0.04
H  -3.53007  1.42652  2.65230  0.11
H  -3.28960  -0.18493  1.93345  0.10
H  -3.77236  1.19187  0.90842  0.09
H  -0.47385  2.68016  1.62031  0.13
H  -2.16524  3.17347  1.77327  0.15
H  -1.08815  3.63575  -0.52138  0.15
H  -2.57319  2.67078  -0.60775  0.14
H  0.01080  2.55980  -2.46941  0.11
H  -1.68642  2.05331  -2.66197  0.11
H  -0.40022  0.83901  -2.68773  0.07
C  -0.22907  -3.89899  2.61172  0.03
O  0.42617  -3.13169  1.54811  0.00
C  -0.09357  -1.99760  1.24147  -0.47
O  -1.08906  -1.45957  1.74059  0.00
H  0.41390  -4.75417  2.77825  0.11
H  -1.21424  -4.20664  2.27199  0.11
H  -0.30710  -3.28354  3.50351  0.10
N  -4.83554  -1.11107  -2.38833  0.18
C  -3.59786  -1.56543  -2.12847  -0.33
C  -2.67728  -0.82677  -1.35252  -0.02
N  -1.46000  -1.29500  -1.11830  -0.02
C  -1.11738  -2.49107  -1.62720  -0.11
C  -2.03106  -3.19461  -2.39363  -0.07
N  -3.24905  -2.74598  -2.64489  0.16
H  -5.20138  -0.27553  -1.97088  0.11
H  -5.46029  -1.70194  -2.91220  0.13
H  -2.93395  0.13578  -0.92935  0.11
H  -0.13477  -2.87982  -1.40156  0.12
H  -1.76606  -4.15720  -2.81383  0.13

---

2:
Density functional theory data (the ωB97M-V functional and the def2-TZVPD basis) for C22H26CrN5O4 as an isolated structure.

E_LUMO (alpha / beta)	-6.242 / -6.450	eV
orbital gap (alpha / beta)	8.108 / 7.876	eV
HOMO (alpha / beta)	-14.4 / -14.3	eV
total charge	+2
multiplicity	4

Each line ends with the Löwdin charge.
Positions of all 58 atoms, in Å:
Cr  -0.25419  -0.06152  -0.62729  0.88
C  -2.99506  -1.59705  2.40364  0.01
C  -2.36844  -0.76391  1.47418  -0.07
N  -1.31404  -1.15566  0.77483  0.03
C  -0.85224  -2.41945  0.93568  -0.12
C  -1.41233  -3.31829  1.84468  -0.11
C  -2.51160  -2.86774  2.59876  0.05
C  -0.86514  -4.64220  1.94528  0.02
C  0.15658  -5.02893  1.15269  0.02
C  0.72479  -4.12959  0.18720  -0.11
C  1.75736  -4.49372  -0.69551  0.05
C  2.22189  -3.57684  -1.60430  0.01
C  1.66734  -2.29494  -1.62501  -0.09
N  0.70301  -1.91708  -0.79954  0.05
C  0.22866  -2.82744  0.09148  -0.12
H  -3.85060  -1.23122  2.95265  0.13
H  -2.71877  0.24328  1.28715  0.13
H  -2.97746  -3.53154  3.31629  0.14
H  -1.29744  -5.32743  2.66246  0.13
H  0.55994  -6.03055  1.22249  0.13
H  2.17115  -5.49350  -0.65587  0.14
H  3.00714  -3.82517  -2.30358  0.13
H  2.02635  -1.55504  -2.32797  0.11
C  -1.09483  3.08708  0.31318  -0.03
O  -0.72515  1.75500  0.70971  -0.29
C  -0.08772  1.67306  1.98808  -0.15
C  1.38617  1.46112  1.77521  -0.16
O  1.52466  0.39870  0.82570  -0.27
C  2.90343  0.04228  0.66009  -0.03
H  -1.85985  3.47073  0.98784  0.11
H  -1.49182  3.02035  -0.69418  0.09
H  -0.22653  3.74909  0.33524  0.10
H  -0.51776  0.81972  2.51342  0.13
H  -0.27862  2.57151  2.57506  0.15
H  1.88403  1.19730  2.71133  0.15
H  1.86662  2.36276  1.37811  0.13
H  3.27453  -0.43716  1.56644  0.11
H  3.49839  0.93364  0.44896  0.11
H  2.97956  -0.64385  -0.17619  0.08
C  -3.51900  -0.59749  -3.38667  0.02
O  -2.28971  -1.10078  -2.76931  -0.02
C  -1.72364  -0.33563  -1.89652  -0.49
O  -2.09361  0.77123  -1.51400  0.03
H  -3.78659  -1.33979  -4.12842  0.10
H  -3.32536  0.36898  -3.84351  0.10
H  -4.28880  -0.51044  -2.62478  0.11
N  2.82088  3.90359  -2.66389  0.17
C  2.14876  2.76434  -2.90424  -0.33
C  1.49632  2.04814  -1.87704  -0.03
N  0.84056  0.92609  -2.13954  -0.01
C  0.80782  0.48380  -3.40775  -0.11
C  1.46400  1.19367  -4.39936  -0.07
N  2.12463  2.31325  -4.16034  0.16
H  2.83417  4.34396  -1.76293  0.11
H  3.23563  4.38704  -3.44361  0.13
H  1.50992  2.39477  -0.85347  0.10
H  0.25317  -0.41869  -3.62006  0.11
H  1.44525  0.84396  -5.42440  0.13

---

Here are the energies relative to the best structure, in kcal/mol: 1 2.0; 2 0.0.

---

1:
Density functional theory data (the ωB97M-V functional and the def2-TZVPD basis) for a 2-piece molecular cluster, C4H11NO3 overall.

E_LUMO (alpha / beta)	3.861 / 3.825	eV
orbital gap (alpha / beta)	3.166 / 7.788	eV
HOMO (alpha / beta)	0.7 / -4.0	eV
total charge	-1
multiplicity	2

Each line ends with the Löwdin charge.
Positions of all 19 atoms, in Å:
C  0.43398  1.33687  -1.25386  -0.17
N  0.84204  0.31330  -0.26599  -0.12
C  -0.22071  -0.55363  0.18154  -0.38
C  -0.75750  -1.55897  -1.02796  -0.17
O  -1.66314  -2.68252  -0.55617  -0.20
C  -1.43987  0.21906  0.66193  -0.44
O  -1.58915  0.94714  1.58886  -0.10
H  0.21237  0.91913  -2.21635  0.05
H  -0.31015  2.06830  -0.87196  0.08
H  1.35872  1.97360  -1.39493  0.06
H  1.12709  0.74654  0.72212  0.11
H  0.23437  -1.22615  0.90532  0.09
H  0.10335  -1.98654  -1.49531  0.07
H  -1.36273  -1.03580  -1.83131  0.10
H  -2.50658  -2.38811  -0.11733  0.06
H  -2.45010  0.06566  0.04909  0.09
H  3.09716  1.10077  1.62669  0.03
H  2.46934  0.46506  2.95144  0.04
O  2.42151  1.27628  2.34419  -0.20

---

2:
Density functional theory data (the ωB97M-V functional and the def2-TZVPD basis) for a 4-piece molecular cluster, C4H11NO3 overall.

E_LUMO (alpha / beta)	3.593 / 3.522	eV
orbital gap (alpha / beta)	2.834 / 8.762	eV
HOMO (alpha / beta)	0.8 / -5.2	eV
total charge	-1
multiplicity	2

Each line ends with the Löwdin charge.
Positions of all 19 atoms, in Å:
C  -0.53749  1.20206  0.27594  -0.16
C  0.07006  1.90486  1.29313  -0.24
N  1.42702  1.90374  1.05281  0.00
C  1.70281  1.08321  -0.01180  -0.32
C  0.50128  0.74507  -0.57098  -0.17
H  -1.56281  1.32299  -0.04343  0.08
H  -0.33452  2.21218  2.24370  0.07
H  2.03287  2.31508  1.74718  0.03
H  2.68392  0.82992  -0.37040  0.04
H  0.31451  0.20379  -1.48011  0.05
H  -2.74692  -1.66426  0.21001  0.04
H  -2.04507  -0.99371  -0.93685  -0.01
O  -2.74630  -1.62561  -0.76802  -0.09
H  0.98840  -1.20901  2.81099  -0.02
H  0.40940  -1.61177  1.45744  -0.02
O  0.27524  -1.72991  2.40890  -0.18
H  0.12692  -1.01847  -2.74820  -0.01
H  0.50653  -2.39572  -2.93209  0.00
O  -0.12006  -1.78435  -3.29897  -0.10

---

Here are the energies relative to the best structure, in kcal/mol: 1 33.2; 2 0.0.

---

1:
Density functional theory data (the ωB97M-V functional and the def2-TZVPD basis) for an isolated ion of composition C4H9N2O and charge +1.

E_LUMO	-4.574	eV
orbital gap	9.148	eV
SMILES	C[C@@H](N=O)[C@H]1C[NH2+]1
HOMO	-13.7	eV
total charge	+1
multiplicity	1

Each line ends with the Löwdin charge.
Positions of all 16 atoms, in Å:
C  1.86933  -0.20107  0.23849  -0.04
C  0.45883  -0.61593  0.34223  -0.33
N  0.11178  -0.60624  1.74341  0.01
O  0.37902  -1.69790  2.22313  0.07
C  -0.27610  0.61942  -0.36862  -0.17
C  -1.32490  0.19552  -1.27486  0.01
N  -1.63872  0.82992  0.00129  0.18
H  1.97121  0.73608  0.59196  0.05
H  2.07975  -0.21391  -0.84568  0.12
H  2.59298  -0.85104  0.79929  0.13
H  0.28628  -1.52176  -0.11892  0.13
H  0.46059  1.47046  -0.59133  0.20
H  -1.49267  0.75578  -2.17814  0.14
H  -1.56476  -0.86317  -1.45372  0.16
H  -2.03895  1.69807  0.05397  0.15
H  -1.87368  0.26576  0.83751  0.19

---

2:
Density functional theory data (the ωB97M-V functional and the def2-TZVPD basis) for a 2-piece molecular cluster, C4H9N2O overall.

E_LUMO	-3.663	eV
orbital gap	11.561	eV
HOMO	-15.2	eV
total charge	+1
multiplicity	1

Each line ends with the Löwdin charge.
Positions of all 16 atoms, in Å:
C  2.37339  -0.02656  0.95678  0.11
C  0.08382  -0.81618  -0.45004  -0.35
C  -1.90646  -0.69515  -1.76871  0.04
C  0.36014  1.31623  1.40760  -0.08
N  -1.12553  -0.55722  -0.43712  0.09
N  1.14946  0.24093  0.87057  -0.08
O  0.87137  -1.52401  -0.90368  0.21
H  3.28219  0.31785  1.44008  0.12
H  2.48761  -1.00271  0.33956  0.13
H  -2.50582  -1.62591  -1.58786  0.11
H  -2.48576  0.28328  -1.91841  0.12
H  -1.29352  -0.84231  -2.69273  0.11
H  0.06216  2.08082  0.60434  0.13
H  0.93324  2.00579  2.05271  0.10
H  -0.59932  0.94602  1.83096  0.10
H  -1.68696  -0.10085  0.25593  0.15

---

Here are the energies relative to the best structure, in kcal/mol: 1 49.6; 2 0.0.